{"formula": "C22H17BrClN2O8Ti", "method": "ωB97M-V with the def2-TZVPD basis set", "multiplicity": 2, "e_homo_ev": [-7.877, -8.151], "symbols": ["Ti", "Br", "C", "C", "C", "C", "O", "C", "C", "N", "C", "C", "C", "C", "C", "C", "C", "C", "N", "C", "C", "H", "H", "H", "H", "H", "H", "H", "H", "H", "H", "O", "C", "O", "C", "O", "C", "C", "O", "O", "H", "H", "H", "H", "H", "Cl", "C", "C", "O", "O", "H", "H"], "coordinates": [[-0.2971, -0.3615, 0.5800], [4.9771, 4.7872, 1.0723], [3.7642, 3.3460, 1.2549], [3.2336, 3.0447, 2.5122], [2.3556, 1.9994, 2.6724], [1.9462, 1.2299, 1.5699], [1.1058, 0.2419, 1.7395], [2.5109, 1.5321, 0.3030], [2.2755, 0.6723, -0.8267], [1.3923, -0.2576, -0.7975], [1.2411, -1.2511, -1.7836], [1.6963, -1.2280, -3.0729], [1.4971, -2.3455, -3.9173], [0.8686, -3.4673, -3.4586], [0.3766, -3.5147, -2.1312], [-0.2756, -4.6431, -1.5753], [-0.7264, -4.6044, -0.2901], [-0.5750, -3.4108, 0.4457], [0.0242, -2.3518, -0.0409], [0.5343, -2.3938, -1.3089], [3.4233, 2.5886, 0.1637], [3.5239, 3.6446, 3.3647], [1.9366, 1.7656, 3.6412], [2.9447, 0.7924, -1.6803], [2.2096, -0.3567, -3.4572], [1.8596, -2.3017, -4.9350], [0.7313, -4.3271, -4.1016], [-0.4115, -5.5288, -2.1836], [-1.2272, -5.4460, 0.1644], [-0.9787, -3.2980, 1.4451], [3.8565, 2.8007, -0.8058], [-2.6531, 2.8824, 0.2583], [-1.6857, 2.5975, 1.1278], [-0.5542, 2.3385, 0.7868], [-2.1732, 2.7469, 2.5621], [-1.5068, 1.9426, 3.5012], [-2.0855, 0.6701, 3.7515], [-1.7514, -0.2587, 2.5993], [-0.9989, -1.2440, 2.6955], [-2.1435, 0.1430, 1.4522], [-2.3007, 2.7178, -0.6373], [-3.2549, 2.5957, 2.5861], [-1.9663, 3.7855, 2.8409], [-3.1737, 0.7525, 3.8557], [-1.6509, 0.3074, 4.6795], [-2.6564, 2.0551, -2.9676], [-2.8532, 0.2793, -2.8779], [-2.2130, -0.3749, -1.6547], [-2.6318, -1.4789, -1.3320], [-1.2320, 0.2528, -1.1290], [-2.3924, -0.1311, -3.7739], [-3.9160, 0.0629, -2.8868]]}

---

{"formula": "C8H11N2O2", "method": "ωB97M-V with the def2-TZVPD basis set", "multiplicity": 1, "e_homo_ev": -12.579, "charge": 1, "symbols": ["C", "C", "C", "C", "C", "C", "C", "C", "N", "N", "O", "O", "H", "H", "H", "H", "H", "H", "H", "H", "H", "H", "H"], "coordinates": [[-2.8938, -0.2812, 0.0349], [-2.4291, -1.5242, -0.2747], [-1.9479, 0.7359, 0.3580], [-0.5647, 0.3770, 0.3502], [-0.2842, -0.8929, -0.0297], [1.6378, -0.9320, 0.1029], [1.7651, 0.5762, 0.2618], [2.6379, 1.0608, -0.8701], [-1.1472, -1.7606, -0.5044], [-2.2391, 1.9985, 0.6660], [0.4690, 1.2499, 0.4849], [2.1294, -1.6426, 1.1180], [-3.8879, 0.0151, 0.1239], [-3.0423, -2.3352, -0.4464], [2.0427, -1.1824, -0.8136], [2.3344, 0.9554, 1.2574], [2.3941, 2.0970, -1.2638], [2.6081, 0.3803, -1.6736], [3.6038, 1.2274, -0.5739], [-0.7137, -2.5522, -0.9284], [-3.0908, 2.4333, 0.3069], [-1.5115, 2.5614, 1.1196], [2.1300, -2.5648, 1.1942]]}

---

{"formula": "FH3N2O", "method": "ωB97M-V with the def2-TZVPD basis set", "multiplicity": 1, "e_homo_ev": -8.094, "symbols": ["N", "N", "O", "F", "H", "H", "H"], "coordinates": [[-0.1446, -1.3840, 0.0864], [0.3970, -1.1195, 1.1066], [0.4813, 1.8174, -0.4538], [-0.8905, 1.6929, -0.4606], [-0.3176, -2.3334, -0.1499], [-0.2927, -0.5917, -0.6351], [0.7671, 1.9183, 0.5064]]}

---

Result set for total energy: -5443.88826, -571.11716, -286.18240 Eh, one per record in the order listed.